(1)
The following is a quantum chemistry calculation of a molecular structure, C5H7F6O7PSi2, from the OMol25 dataset.

Values from the calculation:
- Frontier orbital gap: 9.7 eV
- F_max: 0.49 eV/Å
- HOMO energy: -0.3809 Eh

Geometry as ORCA input:
```
! RIJCOSX wB97M-V def2-TZVPD def2/J DEFGRID3
* xyz 0 1
O 3.7362 -3.1603 -1.7214
C 2.8941 -3.0399 -0.8922
O 1.8581 -3.8743 -0.7351
C 2.9545 -1.9084 0.1640
F 2.3596 -2.3253 1.3216
F 4.2253 -1.6131 0.4311
C 2.2121 -0.6351 -0.2944
F 0.9632 -1.0134 -0.6659
F 2.8369 -0.1497 -1.3796
C 2.0564 0.5230 0.7179
F 3.2190 0.7158 1.3448
F 1.1089 0.1884 1.6368
C 1.5666 1.8596 0.0649
O 2.1978 2.8473 0.3470
Si -0.0269 2.1269 -1.0157
O -1.3340 2.2908 -0.0326
Si -2.1471 1.1483 0.8289
P -4.3564 1.2189 0.3486
O -5.0038 2.4410 0.8321
O -4.4426 0.9365 -1.2287
O -4.9758 -0.1522 0.9435
H 1.3479 -3.6620 0.0612
H 0.2232 3.3990 -1.6948
H -0.2009 1.0034 -1.9527
H -1.6448 -0.2054 0.4864
H -2.0420 1.3869 2.2766
H -5.2395 0.4482 -1.4833
H -4.3461 -0.7948 1.2909
*
```

Atomic partial charges in e from the Mulliken method, atoms 1 to 4: atom 1 (O): -0.474, atom 2 (C): 0.277, atom 3 (O): -0.462, atom 4 (C): 0.752


(2)
The following is a quantum chemistry calculation of 23 unconnected molecules or ions with the total composition C16H64N3O25 at a distorted geometry, from the OMol25 dataset.

Values from the calculation:
- Frontier orbital gap: 7.2 eV
- F_max: 2.13 eV/Å
- HOMO energy: -0.4235 Eh

Geometry as ORCA input:
```
! RIJCOSX wB97M-V def2-TZVPD def2/J DEFGRID3
* xyz 1 1
C 6.3068 1.8489 -0.7556
C 5.3597 0.6471 -0.4893
O 6.1413 -0.5611 -0.5763
C 4.8218 0.8476 0.9273
O 3.6919 0.0167 1.2876
C 2.6326 0.1235 0.4597
C 2.2325 1.4127 -0.0131
C 1.1451 1.4500 -0.8538
C 0.4970 0.2287 -1.1484
N 0.9728 -0.8660 -0.6034
C 0.2357 -2.1423 -0.8932
C -1.2421 -1.9655 -0.4879
C -1.4141 -1.3601 0.8911
O -0.5336 -1.4365 1.7369
N -2.6323 -0.7226 1.2573
C -2.8461 0.5180 0.5449
C -2.7174 1.7266 1.1848
C -2.9479 2.9424 0.5520
C -3.2993 3.0153 -0.7899
C -3.4335 1.7462 -1.4450
C -3.2230 0.5511 -0.7994
N 2.0167 -0.9881 0.1710
H 6.6231 1.8943 -1.8062
H 7.1947 1.8327 -0.1115
H 5.7395 2.7772 -0.5246
H 4.6041 0.6879 -1.2909
H 6.7937 -0.3621 -1.2608
H 5.6293 0.5567 1.6113
H 4.6590 1.9176 1.1262
H 2.7595 2.3191 0.2655
H 0.7882 2.3858 -1.2844
H -0.3705 0.2093 -1.8036
H 0.2877 -2.3705 -1.9618
H 0.6497 -2.9366 -0.2654
H -1.6672 -2.9833 -0.4502
H -1.7922 -1.4466 -1.2767
H -2.5499 -0.4845 2.2437
H -2.4470 1.7312 2.2560
H -2.8415 3.8435 1.1515
H -3.4597 3.9562 -1.3044
H -3.7153 1.7551 -2.4964
H -3.3619 -0.3920 -1.3285
O -5.2066 -1.8621 -2.2403
H -5.0080 -2.8048 -2.3341
H -6.0504 -1.8475 -1.7787
O 3.5223 1.1572 4.3559
H 3.7921 0.8984 3.4681
H 2.9125 0.4632 4.6296
O -1.7682 -4.7119 -1.8774
H -1.5193 -4.9782 -2.7686
H -2.3697 -5.4067 -1.5846
O -6.3847 1.9109 1.5282
H -5.4592 1.7263 1.3438
H -6.4065 2.8649 1.6736
O 0.2326 3.1012 -3.4050
H 0.6349 3.7703 -3.9696
H 0.3111 2.2879 -3.9180
O 5.9335 -1.8260 1.9432
H 5.9248 -1.8096 0.9732
H 5.0037 -1.8578 2.1891
O -5.2589 -3.8543 -4.0859
H -5.8453 -4.1897 -4.7749
H -4.6670 -3.2587 -4.5551
O 1.2562 -0.3908 -4.4115
H 1.9356 -1.0545 -4.2359
H 0.4802 -0.7219 -3.9493
O 6.7125 -3.4253 -0.8023
H 7.6257 -3.6627 -0.9928
H 6.7387 -2.4758 -0.6341
O -9.3255 1.1937 1.7701
H -8.3952 1.0141 1.5861
H -9.3539 2.1434 1.9156
O 5.9335 4.8724 0.2869
H 6.2023 4.9984 1.2034
H 5.8323 5.7689 -0.0508
O 5.6824 2.1528 5.8970
H 5.0794 1.8714 5.1907
H 6.3072 2.7433 5.4668
O 8.5322 0.2483 1.1877
H 9.2000 -0.4128 1.3980
H 7.7433 -0.0626 1.6494
O -5.0926 -2.7591 1.0023
H -4.3041 -2.2025 1.0687
H -5.7883 -2.2366 1.4175
O -4.7907 -5.3203 2.4482
H -4.5389 -5.1790 3.3656
H -4.9365 -4.4297 2.0962
O -6.6439 -4.9714 -6.9785
H -6.6400 -4.9875 -7.9408
H -7.5754 -5.0529 -6.7469
O 3.0025 -1.1719 -6.9424
H 2.6660 -1.0670 -7.8381
H 2.4890 -0.5431 -6.4232
O 3.8586 1.0297 8.1837
H 4.4384 1.3289 7.4727
H 4.0665 1.6148 8.9179
O 0.4356 -4.4076 1.7677
H 1.3576 -4.6042 1.5694
H 0.4204 -3.4581 1.9348
O -5.7856 3.3233 -2.3690
H -5.5069 3.0666 -3.2537
H -6.3720 2.6117 -2.0884
O -4.8262 4.9371 2.0245
H -4.5556 5.5133 2.7479
H -4.8794 5.5260 1.2634
O -2.0774 2.6328 4.5562
H -1.3723 2.0182 4.7862
H -2.8475 2.2917 5.0243
*
```

Atomic partial charges in e from the Mulliken method, atoms 1 to 4: atom 1 (C): -1.408, atom 2 (C): 0.639, atom 3 (O): -0.395, atom 4 (C): -1.514


(3)
The following is a quantum chemistry calculation of a molecular structure, H2N5O2 at a distorted geometry, from the OMol25 dataset.

Values from the calculation:
- Frontier orbital gap (spin up / spin down): 7.7 / 7.7 eV
- F_max: 3.58 eV/Å
- HOMO energy (spin up / spin down): -0.1133 / -0.1133 Eh

Geometry as ORCA input:
```
! RIJCOSX wB97M-V def2-TZVPD def2/J DEFGRID3
* xyz -1 1
N 0.2968 1.4124 -0.1905
N -0.8633 0.9381 -0.2597
N -0.9424 -0.8665 0.1771
N 1.3819 0.9744 0.1703
N 0.2354 -1.4296 0.3832
O 2.5019 1.4968 0.1169
O 0.5303 -2.4437 -0.2584
H -1.5259 1.2550 0.4212
H -1.6147 -1.3370 -0.5601
*
```

Atomic partial charges in e from the Mulliken method, atoms 1 to 4: atom 1 (N): 0.001, atom 2 (N): -0.185, atom 3 (N): -0.281, atom 4 (N): 0.196


(4)
The following is a quantum chemistry calculation of a molecular structure, C33H49ClOP4Tc at a distorted geometry, from the OMol25 dataset.

Values from the calculation:
- Frontier orbital gap (spin up / spin down): 7.0 / 5.0 eV
- F_max: 9.50 eV/Å
- HOMO energy (spin up / spin down): -0.4435 / -0.4654 Eh

Geometry as ORCA input:
```
! RIJCOSX wB97M-V def2-TZVPD def2/J DEFGRID3
* xyz 2 4
P -1.5508 -0.0657 -3.3455
C -3.1838 -0.0747 -2.7126
C -3.7256 0.9760 -3.5117
H -3.0292 1.7207 -3.8940
C -5.0558 0.9351 -3.8655
H -5.4265 1.6859 -4.5657
C -5.8713 -0.0682 -3.3243
H -6.9194 -0.0910 -3.6330
C -5.3769 -1.0183 -2.4217
H -6.0679 -1.7725 -2.0105
C -4.0234 -1.0267 -2.0706
H -3.6171 -1.7325 -1.3426
C -0.5892 1.3384 -2.8272
C -0.9725 2.4838 -2.0654
H -1.8173 2.4277 -1.3700
C -0.2712 3.6730 -2.2414
H -0.5694 4.5920 -1.7052
C 0.8018 3.7296 -3.1468
H 1.3047 4.6744 -3.3471
C 1.2348 2.5862 -3.8358
H 2.0549 2.6155 -4.5597
C 0.5931 1.3830 -3.6140
H 0.8915 0.4619 -4.1111
C -0.7009 -1.6368 -3.2903
C -1.1155 -1.9494 -4.6155
H -1.8549 -1.2740 -5.0582
C -0.5608 -3.0212 -5.2735
H -0.8667 -3.1899 -6.3081
C 0.3616 -3.8317 -4.5892
H 0.7837 -4.6712 -5.1326
C 0.7351 -3.5712 -3.2593
H 1.4503 -4.2510 -2.7624
C 0.2183 -2.4603 -2.5892
H 0.4903 -2.2622 -1.5441
Tc -0.3224 -0.4575 2.6420
C 1.6734 0.2874 2.3775
C 2.1614 0.6795 1.1562
H 2.3703 0.3779 3.2178
C 1.2764 0.4840 -0.0846
O 1.9970 -0.4227 -0.9998
H 1.5498 -0.5192 -1.8779
C 0.1320 -0.1095 0.6404
H 1.0271 1.4466 -0.5719
C -0.9346 -0.8008 0.9665
Cl -2.5204 -1.2590 3.1989
P 0.4390 -2.7659 2.5198
P -1.2859 1.6905 2.9131
C -0.4535 -3.7622 3.7434
H -1.5227 -3.7360 3.5056
H -0.3082 -3.3275 4.7368
H -0.0652 -4.7860 3.7066
C 0.2314 -3.7035 0.9811
H 1.0485 -3.4802 0.2835
H -0.7157 -3.4312 0.5023
H 0.2302 -4.7786 1.2041
C 2.1948 -2.9827 2.8972
H 2.4373 -2.4996 3.8488
H 2.7891 -2.5194 2.1012
H 2.4101 -4.0567 2.9531
C -2.1678 1.7673 4.4885
H -1.4461 1.7369 5.3102
H -2.8415 0.9057 4.5618
H -2.7348 2.7038 4.5016
C -0.0968 3.0502 2.9522
H 0.3760 3.1540 1.9685
H 0.6831 2.8358 3.6914
H -0.6251 3.9737 3.2169
C -2.5161 2.2076 1.6925
H -3.1526 1.3568 1.4217
H -2.0190 2.5926 0.7941
H -3.1267 3.0004 2.1441
P 3.8323 1.3837 0.9118
C 4.5057 1.8555 2.4889
C 3.6495 2.8094 -0.1614
H 4.5808 0.9863 3.1497
H 3.8884 2.6266 2.9618
H 5.5107 2.2607 2.3325
H 3.2404 2.5215 -1.1373
H 4.6326 3.2712 -0.3152
H 2.9890 3.5504 0.3048
C 4.8478 0.1469 0.1178
H 4.9198 -0.7379 0.7606
H 5.8534 0.5508 -0.0454
H 4.3963 -0.1322 -0.8398
H -1.7200 -1.0699 0.2045
C 0.1937 -0.5421 4.6942
H 0.4096 0.4585 5.0706
H 1.0365 -1.1895 4.9266
H -0.6926 -0.9168 5.2142
*
```

Atomic partial charges in e from the Mulliken method, atoms 1 to 4: atom 1 (P): 0.041, atom 2 (C): 1.340, atom 3 (C): -0.790, atom 4 (H): 0.440


no.,DFT total energy (Eh)
1,-2241.103594
2,-2693.053934
3,-425.234669
4,-3267.798090